# 1
Formula: C23H46BrFIN3O6P
Source: OMol25
Level of theory: ωB97M-V with the def2-TZVPD basis set

```
82
Properties=species:S:1:pos:R:3:forces:R:3
I -0.414 -1.087 -2.165 0.3 0.0 -0.2
Br 2.531 3.894 -3.962 0.2 -0.5 0.8
P 1.391 2.603 -2.474 -2.2 1.1 0.1
F 3.513 -1.957 -3.529 -0.2 0.7 0.5
O -2.958 3.190 -1.957 0.3 0.0 0.2
O 4.838 -1.883 -0.934 -0.6 0.7 -1.0
O 1.279 3.485 -1.077 1.0 -1.1 -1.5
O 2.860 -4.872 1.297 0.0 0.4 0.0
O -0.564 0.266 -4.792 -0.9 -0.2 -0.4
O -4.005 2.091 3.589 0.2 0.0 0.2
N 0.252 1.717 3.287 -0.2 -0.5 0.3
N 3.027 1.312 -0.818 1.0 -2.6 -1.2
N 2.455 1.189 -2.013 -0.2 1.8 -0.3
C -3.780 1.082 2.620 -0.1 0.0 -0.1
C 3.536 -4.939 0.055 -0.1 -0.2 0.0
C 4.030 -0.917 -1.385 -1.3 0.3 -1.9
C 0.297 0.313 3.782 0.4 -0.1 0.4
C 2.676 -5.474 -1.078 -0.1 0.0 0.0
C 0.195 -0.077 -3.973 1.4 0.9 -0.2
C 3.366 -0.951 -2.670 0.3 2.0 3.0
C 3.765 0.246 -0.556 1.9 0.1 2.8
C 3.547 -0.731 1.741 -0.9 0.7 -1.2
C -2.760 2.195 -2.949 -0.1 0.1 -0.1
C -6.407 2.380 3.140 0.0 -0.1 0.0
C 3.439 -7.141 2.057 0.1 0.1 -0.1
C -5.366 3.510 -2.356 0.0 -0.1 0.0
C 2.361 -6.100 1.811 0.0 -0.2 0.0
C 4.437 0.250 0.851 -0.8 -0.7 0.0
C 1.604 -0.445 3.358 -0.3 0.8 -1.0
C 2.092 -0.090 1.891 0.4 -1.1 1.2
C -5.039 3.021 3.302 -0.2 0.0 -0.1
C -3.989 4.135 -2.209 -0.2 0.0 -0.1
C 1.720 0.265 -4.215 0.5 -1.2 0.9
C -2.401 2.759 -4.313 -0.1 0.1 0.0
C 2.540 0.194 -2.896 0.3 -1.5 -1.9
C -3.400 1.626 1.253 0.0 0.1 0.0
H 4.021 -0.915 2.732 -0.3 0.1 -0.8
H -1.499 3.374 -4.246 0.0 0.0 0.0
H -4.651 0.422 2.552 0.0 0.0 -0.1
H -0.731 1.958 3.145 0.4 0.2 0.2
H 2.092 -0.557 -4.883 -0.3 0.6 0.6
H -1.938 1.569 -2.586 -0.1 0.2 0.1
H -3.638 1.543 -3.013 0.0 0.0 -0.1
H -0.611 -0.227 3.425 0.7 0.3 0.2
H 3.379 -1.686 1.181 0.6 0.5 0.8
H -2.222 1.952 -5.022 0.0 0.1 0.0
H 1.577 -6.494 1.156 0.0 0.0 0.0
H 1.027 4.405 -1.286 0.1 -0.3 0.1
H 1.856 1.205 -4.789 -0.4 -0.5 0.5
H -4.190 2.241 0.822 0.0 -0.1 -0.1
H 2.448 -0.181 4.035 -0.7 -0.3 -0.2
H -6.119 4.285 -2.511 0.0 0.0 0.0
H 1.410 -1.543 3.361 0.3 0.7 0.4
H 4.458 -5.521 0.158 0.0 -0.1 -0.1
H 4.192 -6.754 2.747 -0.1 0.0 0.0
H -7.164 3.145 2.958 0.0 0.0 0.0
H -6.434 1.680 2.304 0.0 0.1 -0.1
H 3.840 -3.918 -0.183 -0.1 0.0 0.3
H 1.878 -5.861 2.760 0.0 0.2 -0.1
H 1.372 -0.608 1.202 0.6 0.7 0.2
H 2.347 -6.498 -0.895 0.1 0.0 -0.1
H -4.779 3.617 2.421 0.0 0.0 -0.1
H 3.235 -5.465 -2.017 0.0 0.0 0.0
H 2.115 1.006 1.714 -0.2 -0.7 0.2
H 4.385 1.271 1.299 0.1 -0.8 -0.6
H 4.937 -2.516 -1.672 0.2 -0.1 0.5
H 0.285 0.346 4.900 -0.3 -0.5 -0.8
H 0.605 2.304 4.044 -0.2 0.1 -0.4
H -5.415 2.825 -3.203 0.0 0.1 0.0
H -6.677 1.825 4.041 0.0 0.1 0.0
H 3.952 -7.423 1.137 -0.1 -0.1 0.0
H -3.196 3.388 -4.716 0.0 -0.1 0.0
H 5.496 -0.083 0.800 -0.7 0.2 -0.1
H -2.958 0.470 3.000 -0.1 0.1 0.2
H -3.998 4.814 -1.355 0.2 -0.1 0.0
H -3.739 4.744 -3.084 0.0 0.0 -0.1
H -3.200 0.805 0.561 0.0 0.0 0.0
H -5.070 3.714 4.144 0.2 -0.1 0.0
H -5.624 2.942 -1.459 0.0 0.1 0.0
H 3.002 -8.045 2.485 0.0 0.1 0.0
H -2.504 2.248 1.324 0.0 0.0 0.0
H 1.780 -4.860 -1.200 0.0 0.0 0.0
```
Positions in Å, forces in eV/Å.

Values from the calculation:
electronic energy = -131493.1094 eV
strongest force on any atom = 3.61 eV/Å
charge = +1
gap between HOMO and LUMO = 6.622 eV
HOMO energy = -11.255 eV

---

# 2
Formula: C23H47BrN8O2P2
Source: OMol25
Level of theory: ωB97M-V with the def2-TZVPD basis set

```
83
Properties=species:S:1:pos:R:3:forces:R:3
Br 4.637 1.450 -1.178 -0.1 -0.1 0.1
P 2.648 1.295 4.918 2.0 3.6 2.3
P -3.547 -3.404 -3.861 3.2 -2.2 2.9
O 1.213 1.369 5.326 -0.3 -2.2 -1.7
O -3.574 -2.006 -3.335 -1.8 0.6 -2.0
N -0.903 2.019 -2.977 0.2 0.4 0.5
N 3.453 0.938 6.400 0.4 -0.2 -0.1
N 2.854 2.893 4.295 -0.5 0.1 -0.3
N -0.513 3.972 -0.937 0.0 -0.3 -0.2
N -3.912 -4.578 -5.009 -1.2 1.2 -0.8
N 3.905 0.713 3.966 -1.2 -1.3 -0.6
N -1.855 -3.568 -4.153 0.1 0.5 -0.2
N -4.176 -4.325 -2.548 -0.2 -0.4 -0.2
C 0.403 3.701 -1.830 -0.2 0.3 0.2
C -1.000 -4.504 -3.460 -0.1 -0.4 -0.2
C -1.666 3.246 -1.023 0.2 0.0 -0.1
C 1.660 3.514 3.734 -0.2 0.0 0.3
C -5.475 -3.825 -2.112 -0.1 0.2 -0.1
C -3.348 -4.693 -1.413 0.3 0.0 0.0
C -3.050 1.535 -2.035 -0.2 -0.6 -0.5
C -4.033 1.768 -1.128 -0.2 0.5 0.6
C 2.929 3.565 -1.991 0.0 -0.1 0.3
C 2.925 2.366 -1.045 0.0 0.5 -0.2
C 2.900 -0.249 7.042 -0.2 -0.1 -0.1
C -3.512 -4.349 -6.394 0.1 0.1 0.0
C 0.182 2.732 -2.854 0.2 0.0 -0.3
C 3.743 3.874 4.871 0.4 -0.1 -0.2
C 3.742 1.975 7.372 0.0 0.3 -0.1
C 5.053 -0.064 4.419 -0.1 -0.3 0.2
C -4.751 -5.755 -4.808 -0.3 0.0 0.1
C -2.696 3.470 -0.088 0.0 0.3 0.3
C -1.146 -2.334 -4.476 0.0 0.2 0.3
C 1.709 4.462 -1.740 0.0 -0.7 0.0
C -3.859 2.766 -0.136 0.1 -0.2 -0.2
C 3.789 0.833 2.516 0.0 0.1 -0.1
C -1.846 2.269 -2.022 -0.3 -0.1 0.0
H 5.595 -0.453 3.556 -0.1 0.1 -0.1
H 3.847 4.724 4.192 -0.1 0.0 -0.1
H -0.241 -2.573 -5.041 0.0 -0.1 0.1
H -0.028 -4.554 -3.957 0.0 0.1 -0.1
H 1.021 3.972 4.499 -0.1 0.0 -0.1
H -2.843 -3.836 -0.949 0.0 0.0 0.0
H 5.739 0.561 4.991 -0.1 0.0 0.1
H -5.392 -2.902 -1.526 0.0 0.0 0.0
H -2.531 4.220 0.674 0.1 0.0 0.0
H -4.244 -6.487 -4.180 0.0 0.0 0.1
H 2.750 -1.047 6.309 0.0 0.0 0.0
H -3.117 -3.345 -6.530 0.1 0.0 0.1
H -4.966 1.220 -1.136 0.1 -0.2 -0.2
H 4.528 1.541 2.130 0.0 0.0 0.0
H -4.641 2.981 0.580 0.0 -0.1 0.0
H -6.115 -3.615 -2.974 0.0 0.0 0.0
H 1.954 4.284 3.016 0.1 0.0 0.1
H -0.823 -4.221 -2.414 0.1 -0.1 0.0
H 2.859 2.563 7.656 0.0 0.0 0.0
H 2.801 1.189 2.228 0.0 0.1 0.1
H -5.715 -5.517 -4.361 0.0 0.0 0.1
H 0.965 2.569 -3.589 0.0 0.0 0.0
H -2.606 -5.439 -1.690 0.0 0.1 0.0
H -4.957 -6.226 -5.770 0.1 0.1 -0.1
H -0.864 -1.761 -3.585 0.0 0.1 0.0
H -5.981 -4.581 -1.508 0.1 -0.1 0.0
H 3.833 4.133 -1.774 0.0 0.1 -0.2
H 1.683 5.310 -2.426 0.1 0.0 0.0
H 1.935 -0.053 7.523 0.0 0.0 0.0
H 3.935 -0.129 2.020 0.0 0.0 0.0
H 3.381 4.261 5.833 0.1 0.0 0.0
H -1.758 -1.689 -5.103 0.0 0.0 0.1
H 2.805 2.703 -0.017 0.1 -0.2 0.1
H 4.519 2.649 7.013 -0.1 0.0 -0.1
H -1.410 -5.516 -3.497 -0.1 0.0 0.1
H -3.968 -5.176 -0.656 -0.1 0.1 0.0
H -2.733 -5.059 -6.686 0.0 0.0 0.0
H 3.599 -0.625 7.792 0.1 0.1 0.0
H 4.771 -0.922 5.027 0.0 0.0 0.1
H 1.786 4.836 -0.718 -0.1 0.2 -0.1
H 1.058 2.783 3.197 0.0 0.0 0.1
H 4.749 3.467 5.000 0.0 -0.1 0.1
H -3.186 0.768 -2.788 0.1 0.0 0.0
H 2.152 1.648 -1.298 0.0 -0.1 0.1
H -4.359 -4.454 -7.076 0.0 0.0 0.0
H 2.985 3.182 -3.009 0.1 0.2 -0.1
H 4.156 1.520 8.274 -0.1 -0.1 0.0
```
Positions in Å, forces in eV/Å.

Values from the calculation:
electronic energy = -129248.8439 eV
SMILES string = CN(C)P(=O)(N(C)C)N(C)C.CN(C)P(=O)(N(C)C)N(C)C.BrCCCc1cnc2ccccc2n1
strongest force on any atom = 4.90 eV/Å
gap between HOMO and LUMO = 8.226 eV
HOMO energy = -8.157 eV
ΔE to the lowest compared entry with this formula, charge and spin = 0.00 kJ/mol

---

# 3
Formula: C23H47NO14Zr
Source: OMol25
Level of theory: ωB97M-V with the def2-TZVPD basis set

```
86
Properties=species:S:1:pos:R:3:forces:R:3
Zr 0.299 -1.763 -1.732 -5.2 6.3 4.0
O 2.681 2.414 -2.251 -1.2 -0.6 0.3
O -0.100 -1.403 -4.020 0.4 -2.5 2.0
O -2.867 -3.578 1.208 0.1 0.1 -0.8
O -1.601 -0.531 -1.881 4.3 -2.2 0.9
O -3.360 0.768 4.967 2.1 -0.3 -1.4
O 1.317 0.560 -2.580 1.8 1.6 0.1
O 1.234 -3.180 0.337 1.0 0.0 0.4
O -1.374 -3.056 -0.427 0.4 0.4 -0.4
O -0.068 5.332 2.813 0.1 -0.8 1.0
O 0.506 -0.420 0.074 0.0 -2.9 -4.8
O -0.438 3.699 4.436 0.7 2.3 -1.5
O 2.189 -3.385 2.451 -1.9 -0.3 -4.3
O 0.606 -0.996 -6.085 -0.9 -1.8 -1.4
O -2.805 1.121 2.920 0.2 -0.2 -0.7
N -2.515 0.812 4.054 -1.5 0.4 2.0
C -2.106 -5.345 -0.022 0.0 -0.1 0.4
C 2.472 -5.260 0.783 -0.3 1.5 0.9
C -1.041 0.569 4.334 -0.8 0.3 0.3
C -3.159 -2.207 1.567 0.2 0.5 0.3
C -2.064 -3.872 0.210 -0.2 -0.1 0.2
C 1.700 -2.258 4.367 -0.8 -0.3 -0.2
C -0.164 -0.802 -5.087 0.3 3.1 1.0
C 2.375 -1.908 -7.271 1.1 0.2 -0.1
C -0.113 4.848 4.101 -0.1 -1.3 0.6
C -4.328 -2.135 2.561 0.8 0.1 -0.2
C 2.265 1.372 -2.879 -0.6 -2.7 -0.2
C -1.799 4.241 1.414 0.4 -0.5 0.1
C 1.236 -2.276 -6.330 2.6 0.1 -0.2
C 1.376 -2.214 2.873 1.2 0.4 1.6
C -0.307 4.410 1.727 -0.9 0.4 0.3
C -0.858 0.520 -5.231 -1.0 -0.2 0.1
C -1.734 0.471 -0.874 1.3 -0.1 0.4
C 3.112 1.142 -4.067 0.4 -1.0 -0.8
C 1.914 -3.823 1.161 0.3 -0.7 0.3
C 0.293 5.904 5.123 0.5 0.1 -0.6
C 2.148 4.415 -1.240 0.2 0.4 1.3
C 1.881 2.929 -1.193 -0.9 1.5 0.9
C -0.589 0.435 0.284 -1.3 -0.8 -0.1
H 2.776 -2.338 4.517 0.0 0.5 -0.1
H 1.734 -5.881 0.275 -0.4 0.3 0.2
H -0.547 1.385 3.807 0.1 -0.3 0.1
H 2.753 -0.897 -7.122 -0.6 0.4 0.2
H -5.251 -2.561 2.168 0.1 0.1 -0.1
H -1.671 1.425 -1.398 -0.1 0.2 0.1
H 2.814 -5.756 1.690 0.1 0.0 -0.2
H 1.442 4.948 -0.602 0.0 -0.1 0.0
H -4.094 -2.604 3.516 0.1 -0.2 -0.2
H -2.413 5.141 1.395 0.4 0.2 0.2
H -1.829 3.833 0.404 -0.3 -0.3 -0.1
H 1.685 -2.646 -5.408 -0.2 0.2 0.2
H -1.119 -5.762 0.178 0.1 -0.1 -0.3
H -0.800 -0.427 3.965 0.0 0.1 -0.1
H 0.325 -2.222 2.585 0.0 -1.0 0.1
H 3.120 4.569 -0.772 0.2 0.4 -0.4
H 0.192 4.807 0.843 0.1 0.3 0.4
H -2.215 -1.834 1.965 -0.1 0.2 0.4
H -0.885 0.636 5.411 -0.1 0.0 -0.2
H -1.519 0.466 -6.096 0.1 0.1 -0.1
H 2.072 4.898 -2.214 0.2 -0.5 -0.1
H 3.298 -2.425 -7.010 -0.2 -0.8 -0.3
H -0.105 1.283 -5.427 0.0 -0.1 0.0
H 3.273 -5.156 0.051 0.2 0.2 0.3
H 0.135 3.444 1.972 0.0 -0.1 0.1
H 2.168 -1.990 -8.338 -0.1 -0.3 0.2
H 2.152 2.469 -0.242 0.4 0.0 -0.1
H -1.020 -0.037 1.167 -0.6 0.6 0.2
H 1.264 -1.396 4.872 0.2 -0.1 0.2
H 1.047 6.598 4.753 -0.3 0.0 -0.6
H -0.586 6.496 5.377 0.0 -0.2 0.3
H 4.174 1.358 -3.951 -0.2 0.2 0.5
H 0.802 5.469 5.983 -0.7 -0.3 0.1
H 0.806 2.768 -1.267 0.1 -0.6 -0.8
H 1.318 -3.191 4.782 -0.3 0.2 0.2
H -2.727 0.363 -0.437 0.1 0.2 0.3
H -3.312 -1.630 0.655 -0.4 -0.2 -0.1
H -0.231 1.425 0.567 -0.2 0.2 -0.3
H -2.785 -5.751 0.727 0.0 -0.2 -0.3
H -2.236 3.529 2.115 -0.1 0.0 -0.1
H 2.789 1.768 -4.898 -0.2 -0.1 -0.1
H 3.037 0.081 -4.307 -0.1 0.1 -0.4
H -1.470 0.797 -4.373 0.3 -0.2 0.1
H -2.463 -5.581 -1.024 0.2 0.0 0.0
H 0.672 -3.107 -6.751 -1.0 0.7 0.1
H 1.686 -1.236 2.503 0.8 -0.4 -0.7
H -4.471 -1.081 2.801 -0.2 0.1 -0.2
```
Positions in Å, forces in eV/Å.

Values from the calculation:
electronic energy = -56031.0682 eV
strongest force on any atom = 9.14 eV/Å
charge = +2
gap between HOMO and LUMO = 6.505 eV
HOMO energy = -14.110 eV